C4H7FeO2 | the ωB97M-V functional and the def2-TZVPD basis

Results
2S+1: 7
Gap between HOMO and LUMO (spin up / spin down) (eV): 6.85 / 9.11
HOMO energy (spin up / spin down) (Ha): -0.44057 / -0.54880
E_tot (a.u.): -1570.30997
E_LUMO (spin up / spin down) (eV): -5.1 / -5.8
Total charge: +1
Max |F| (eV Å⁻¹): 3.74

Atoms and positions in Å:
H: -1.23351 1.61743 0.34498
C: 0.68985 -1.11982 1.23273
C: -0.41331 0.95406 0.02962
H: -1.65068 0.05982 -2.55996
Fe: 3.23908 0.05139 0.36590
C: -0.33406 0.95400 -1.41818
H: 0.85370 -1.13752 2.32638
H: 0.25137 1.29052 0.83370
O: 1.72701 -1.00534 0.52147
H: 0.60834 1.29480 -1.87492
C: -0.61314 -0.77102 0.77978
O: -0.83027 -0.17588 -2.11459
H: -1.33580 -0.62578 1.59121
H: -0.95858 -1.38666 -0.05813

Forces on atoms 1 to 6 (eV/Å):
H -0.89 -1.05 0.06
C 1.18 2.15 0.70
C -1.57 -1.74 2.91
H -0.17 -0.06 -0.20
Fe 1.30 0.70 -0.24
C 2.09 -1.88 -1.27

=====

C4H7I | the ωB97M-V functional and the def2-TZVPD basis

Results
2S+1: 1
Gap between HOMO and LUMO (spin up / spin down) (eV): 7.69 / 7.81
HOMO energy (spin up / spin down) (Ha): -0.30108 / -0.30261
E_tot (a.u.): -454.05239
E_LUMO (spin up / spin down) (eV): -0.5 / -0.4
Max |F| (eV Å⁻¹): 4.31

Atoms and positions in Å:
C: -0.06307 -0.07199 0.61114
C: 1.24060 -0.72759 0.19178
H: 0.38444 1.77542 -0.67485
H: 0.58336 -1.36017 -1.04322
C: -0.26944 1.36062 0.12769
C: -1.15855 0.27190 -0.33944
H: 1.93965 -0.07844 -0.17338
H: 0.32270 -1.63512 -1.82890
I: -3.19797 -0.01363 -0.10275
H: -0.59669 -0.33501 1.48383
H: -0.67210 2.12453 0.75395
H: 1.48706 -1.31052 0.99415

Forces on atoms 1 to 6 (eV/Å):
C 0.67 0.29 -2.27
C -4.14 0.66 1.03
H -0.13 -0.65 0.86
H 0.09 -0.72 -1.25
C -0.82 0.32 -1.37
C 0.35 0.36 -0.31

=====

C4H7IN | the ωB97M-V functional and the def2-TZVPD basis

Results
2S+1: 1
Gap between HOMO and LUMO (eV): 9.27
HOMO energy (Ha): -0.53065
E_tot (a.u.): -508.64019
E_LUMO (eV): -5.2
Total charge: +1
Max |F| (eV Å⁻¹): 4.30

Atoms and positions in Å:
N: -0.46871 -1.31689 0.96583
C: 0.30829 -0.91918 2.20913
C: -0.00296 -0.05643 1.07163
H: -0.52693 0.96254 1.12615
C: -0.56058 0.52399 -2.28542
H: 1.22479 -1.36045 2.49102
H: -0.16309 -1.83066 0.14840
H: -0.83104 -0.46488 -1.86570
H: 0.55472 2.35998 -1.93746
H: -0.30786 -0.71466 3.03124
H: -1.21430 0.84818 -3.10275
C: 0.26750 1.31032 -1.72524
I: 1.72016 0.65816 -0.12683

Forces on atoms 1 to 6 (eV/Å):
N -0.59 0.05 0.34
C -0.72 -0.47 -1.51
C 0.36 3.62 0.50
H 0.21 -1.98 -0.17
C -2.55 -2.38 -0.23
H 1.19 -0.19 -0.43

=====

C4H7INO | the ωB97M-V functional and the def2-TZVPD basis

Results
2S+1: 1
Gap between HOMO and LUMO (eV): 8.16
HOMO energy (Ha): -0.50689
SMILES string: C[C@](O)(I)[N+]1=CC1
E_tot (a.u.): -583.91944
E_LUMO (eV): -5.6
Total charge: +1
Max |F| (eV Å⁻¹): 5.39

Atoms and positions in Å:
H: -1.14221 -0.40029 -1.18374
C: 1.88878 0.37637 -0.33875
H: 2.46654 -1.64858 0.87666
H: -2.25410 0.44571 -0.23363
H: 2.44528 1.27867 -0.04322
H: 1.70814 0.27262 -1.34171
N: 0.81951 -0.21741 0.48362
C: 1.92144 -0.88910 0.45789
O: -0.89798 -1.12203 1.59338
C: -0.48406 0.02329 0.90044
C: -1.20357 0.31435 -0.42698
H: -1.80167 -1.38541 1.50335
H: -0.63949 1.23169 -0.91522
I: -0.40834 1.78838 2.23677

Forces on atoms 1 to 6 (eV/Å):
H 0.48 -1.96 -0.75
C 0.77 -0.08 1.75
H 0.84 -2.05 1.01
H -0.34 0.75 -0.03
H -0.54 -0.44 0.39
H -0.23 -0.15 -2.47

=====

C4H7INO2 | the ωB97M-V functional and the def2-TZVPD basis

Results
2S+1: 1
Gap between HOMO and LUMO (eV): 6.38
HOMO energy (Ha): -0.47781
E_tot (a.u.): -659.16763
E_LUMO (eV): -6.6
Total charge: +1
Max |F| (eV Å⁻¹): 5.37

Atoms and positions in Å:
I: 4.39801 -0.80929 -0.40445
H: -5.40276 0.64027 0.01331
C: 1.81215 -1.75610 0.10359
H: 1.48702 2.37714 0.01580
C: -4.40099 0.61276 -0.32033
N: 1.87487 1.86954 0.77583
C: 1.78263 0.64878 0.66943
O: -3.46980 1.29663 0.12776
H: 2.25121 2.45966 1.49311
C: 2.29421 -0.38860 0.16119
O: -4.30090 -0.11425 -1.35511
H: 0.72992 -1.86797 0.23371
H: 2.25150 -2.25244 0.94180
H: -3.44299 -0.43382 -1.65449
H: 2.13591 -2.28231 -0.80115

Forces on atoms 1 to 6 (eV/Å):
I -0.59 1.59 0.28
H -1.22 0.16 0.73
C -2.03 -1.45 -0.17
H -0.29 1.03 -0.95
C 3.58 3.54 1.87
N -1.32 2.68 0.10

=====

C4H7IO2 | the ωB97M-V functional and the def2-TZVPD basis

Results
2S+1: 1
Gap between HOMO and LUMO (eV): 10.32
HOMO energy (Ha): -0.36389
E_tot (a.u.): -604.75527
E_LUMO (eV): 0.4
Max |F| (eV Å⁻¹): 3.76

Atoms and positions in Å:
H: 1.87293 0.48349 -0.88196
H: -1.73603 1.22827 0.11758
O: -1.53257 -1.79563 -0.56364
H: -1.13195 -1.22063 1.44854
H: -0.45354 1.64561 1.17601
C: -0.72685 1.25857 0.21919
H: 2.14572 0.36166 0.89699
C: -0.67776 -0.99901 -0.78707
O: -0.36401 -0.67707 1.57269
H: -0.27093 1.63927 -0.61642
C: -0.05084 -0.13405 0.30622
C: 1.48498 -0.08503 0.07611
I: -0.38385 -0.61079 -2.76972
H: 1.82470 -1.09465 -0.19451

Forces on atoms 1 to 6 (eV/Å):
H -1.47 -0.67 1.74
H -3.05 -0.30 -0.26
O -0.15 -0.58 0.81
H -0.78 -0.67 -0.01
H 0.21 1.06 0.30
C 2.77 -2.16 1.33

=====

Q: The lowest max |F| belongs to which entry?
A: C4H7FeO2

=====

Q: What is the formula in the first record?
A: C4H7FeO2